Below is a 10-piece molecular cluster, C50H115N5O5 overall in a non-equilibrium geometry, with properties calculated with ωB97M-V/def2-TZVPD.

Structure (XYZ):
```
175
Properties=species:S:1:pos:R:3:forces:R:3
C 22.2382 -10.1836 5.0276 -0.902 1.154 0.136
C 21.7614 -8.7482 4.5804 1.602 -0.328 -0.534
N 22.2736 -7.6227 5.3891 -0.855 0.644 0.378
C 21.8056 -7.7052 6.7920 -0.323 0.472 -1.176
C 21.9447 -6.3643 7.5736 0.220 -0.845 -0.115
C 23.6934 -7.3557 5.2439 0.379 -1.048 -0.381
C 24.0762 -7.0059 3.8124 0.345 0.412 -0.013
H 21.8020 -10.3277 6.0160 0.188 -0.551 0.033
H 23.3224 -10.2830 5.0807 -0.030 0.214 0.041
H 21.8775 -10.9474 4.3386 -0.147 0.051 0.066
H 22.1262 -8.6210 3.5612 0.131 0.229 -0.031
H 20.6842 -8.6651 4.4361 -0.121 -0.157 0.651
H 20.7881 -8.0701 6.6513 -0.340 0.369 0.532
H 22.3214 -8.5327 7.2791 0.299 0.094 0.628
H 21.5729 -5.4614 7.0894 0.120 -0.310 -0.623
H 21.4293 -6.3446 8.5339 0.077 -0.549 0.108
H 23.0138 -6.2680 7.7632 -0.063 0.434 0.190
H 24.2206 -8.2577 5.5546 0.560 -0.409 -0.054
H 24.1195 -6.6123 5.9176 -0.805 0.365 0.058
H 24.0749 -7.8587 3.1337 -0.254 0.061 0.016
H 25.0830 -6.5920 3.7562 0.172 -0.106 0.228
H 23.4368 -6.2037 3.4440 -0.253 -0.197 -0.139
C 23.1383 -21.0206 -1.4078 -0.279 1.497 0.280
C 21.6143 -20.7675 -1.0756 0.930 -2.112 -0.852
N 21.1510 -21.6659 -0.0384 0.642 -0.558 0.892
C 21.8972 -21.3968 1.2266 -0.880 -1.743 0.850
C 21.6232 -22.4668 2.3929 -0.548 1.182 -1.268
C 19.6795 -21.6906 0.0600 0.710 0.230 1.729
C 18.9179 -22.1134 -1.1592 0.355 0.349 -1.182
H 23.4001 -20.6248 -2.3890 -0.371 -0.256 -0.321
H 23.4750 -22.0548 -1.3365 -0.533 -0.060 -0.015
H 23.8140 -20.4283 -0.7908 -0.113 -0.064 0.478
H 21.3059 -19.7428 -0.8686 0.392 0.474 -0.149
H 21.0927 -21.1564 -1.9502 -0.073 0.660 -0.287
H 22.9691 -21.4572 1.0384 -0.153 0.066 -0.327
H 21.6972 -20.3932 1.6019 -0.181 0.337 0.152
H 20.5898 -22.3977 2.7326 -0.098 -0.007 -0.065
H 21.7674 -23.4773 2.0104 0.221 0.053 0.072
H 22.2182 -22.2733 3.2855 0.320 -0.010 -0.273
H 19.3609 -20.7195 0.4390 -0.433 0.592 -0.225
H 19.4157 -22.3463 0.8899 0.145 -0.296 -0.062
H 19.0349 -21.3898 -1.9658 0.011 0.169 -0.042
H 17.8384 -22.1746 -1.0214 0.130 -0.246 0.399
H 19.3235 -23.0365 -1.5732 -0.195 -0.253 0.213
C 27.1746 0.5073 -8.0649 -0.423 1.367 1.088
C 27.7106 -0.2376 -6.8264 -0.514 -0.345 -1.427
N 26.7347 -1.2799 -6.4513 0.766 0.432 -0.374
C 25.6311 -0.7476 -5.6310 -0.524 -1.321 -0.117
C 24.5688 -1.8606 -5.3596 0.584 0.186 -0.167
C 27.3789 -2.5090 -5.9660 -0.140 0.798 0.786
C 27.9138 -2.3679 -4.5330 -0.448 -1.064 0.346
H 27.2115 -0.0227 -9.0167 -0.117 -0.175 0.343
H 27.6068 1.5012 -8.1803 0.860 -0.123 -0.200
H 26.1765 0.8575 -7.8019 -0.524 -0.600 -0.452
H 28.6486 -0.6792 -7.1630 0.045 -0.388 0.433
H 27.9482 0.4492 -6.0140 -0.088 0.196 0.182
H 25.9352 -0.2711 -4.6990 0.467 -0.268 0.502
H 25.1285 0.0851 -6.1232 0.094 -0.203 -0.595
H 24.9048 -2.6561 -4.6944 0.224 0.336 0.440
H 23.6483 -1.4403 -4.9545 0.033 -0.016 -0.073
H 24.3622 -2.4332 -6.2637 -0.227 0.457 -0.339
H 28.2091 -2.8505 -6.5844 -0.086 0.568 -0.509
H 26.6453 -3.3096 -6.0606 -0.023 -0.106 0.447
H 27.0806 -2.2184 -3.8463 0.021 0.168 0.103
H 28.6720 -1.6147 -4.3188 -0.105 0.211 -0.532
H 28.3526 -3.3235 -4.2461 0.122 -0.110 0.114
C 24.7207 -14.0047 -4.9213 0.472 -0.121 0.288
C 25.5888 -13.7759 -3.6860 0.349 -1.168 -1.047
N 24.9428 -13.1750 -2.5757 0.385 1.303 0.979
C 24.1778 -11.9500 -2.9144 0.040 -1.177 2.068
C 24.9199 -10.8131 -3.5333 -0.457 0.525 -1.246
C 25.9201 -12.8900 -1.4826 -1.397 -1.760 0.746
C 26.5347 -14.2251 -0.9863 0.964 0.908 -0.249
H 25.3366 -14.5773 -5.6148 0.053 0.320 -0.329
H 24.4196 -13.0503 -5.3531 -0.259 -0.278 -0.242
H 23.8886 -14.6781 -4.7159 -0.314 0.403 0.186
H 25.9499 -14.7706 -3.4246 -0.018 -0.043 0.331
H 26.4966 -13.2479 -3.9779 0.309 0.459 -0.279
H 23.9247 -11.6131 -1.9092 -0.667 0.090 0.006
H 23.2639 -12.2962 -3.3971 0.041 0.490 -0.309
H 24.3854 -9.8783 -3.3645 0.081 0.091 0.420
H 24.8640 -10.8832 -4.6196 0.754 -0.149 -0.179
H 25.9351 -10.7319 -3.1449 -0.040 0.071 -0.284
H 26.6518 -12.1003 -1.6533 0.441 -0.215 -0.601
H 25.3616 -12.5234 -0.6214 -0.396 0.194 -0.085
H 27.1891 -14.0262 -0.1376 0.031 0.126 0.109
H 25.8249 -14.9801 -0.6484 -0.274 0.239 -0.372
H 27.1928 -14.6244 -1.7580 -0.093 -0.307 0.082
C 31.4754 -11.5819 -6.6057 -1.113 0.277 0.326
C 30.4744 -10.9995 -7.5950 0.790 -0.612 -1.458
N 30.6115 -11.6424 -8.9555 -0.598 -0.679 1.533
C 30.2524 -13.0830 -8.9855 1.263 0.537 0.512
C 31.0625 -13.7532 -10.0985 -1.316 -0.428 0.355
C 29.9485 -10.9006 -9.9934 -0.764 1.444 -0.453
C 28.4225 -10.7377 -9.8668 -0.142 -0.376 0.962
H 31.3772 -10.9151 -5.7491 0.566 -0.033 0.259
H 32.4939 -11.6191 -6.9924 -0.149 -0.018 0.074
H 31.1167 -12.5454 -6.2438 0.397 -0.197 -0.129
H 29.4668 -11.0404 -7.1812 -0.255 -0.249 0.032
H 30.7034 -9.9386 -7.6963 -0.004 0.085 -0.359
H 30.5537 -13.6079 -8.0789 0.429 0.539 0.341
H 29.1813 -13.2810 -8.9434 -0.343 0.087 -0.812
H 32.1231 -13.5272 -9.9882 -0.183 0.107 -0.117
H 30.8967 -14.8196 -9.9454 0.246 -0.224 -0.396
H 30.6615 -13.4820 -11.0751 0.381 -0.023 -0.126
H 30.0923 -11.2967 -10.9986 0.595 -0.318 0.147
H 30.4128 -9.9146 -9.9744 0.017 0.186 -0.217
H 28.1399 -10.3752 -8.8784 0.114 -0.032 0.217
H 27.9929 -11.7357 -9.9526 -0.383 0.111 -0.197
H 27.9130 -10.0406 -10.5322 0.444 -0.189 -0.486
C 16.0659 -13.1937 -2.3623 -0.171 -0.355 0.720
C 16.0051 -14.6510 -1.8560 0.783 0.314 0.033
C 15.6082 -15.4605 -3.1122 0.568 2.011 1.383
O 14.9361 -14.4892 -3.9144 -0.254 -1.017 -1.334
C 14.8714 -13.2263 -3.2964 -0.172 0.011 0.374
H 17.0291 -12.9702 -2.8210 -0.159 -0.116 -0.454
H 15.9920 -12.5173 -1.5107 -0.306 0.174 -0.123
H 15.2866 -14.7186 -1.0390 -0.088 -0.142 -0.084
H 16.9894 -14.9338 -1.4828 -0.103 -0.268 0.163
H 14.9767 -16.2900 -2.7941 0.047 -0.188 -0.693
H 16.5572 -15.6933 -3.5952 -0.337 -0.771 -0.317
H 13.9378 -13.2322 -2.7338 -0.119 0.462 0.418
H 14.7833 -12.4465 -4.0528 0.319 -0.117 -0.090
C 32.8342 -12.1630 4.0305 0.304 0.901 -0.175
C 33.9474 -12.4900 3.0623 1.881 -0.997 -0.161
C 33.4184 -12.1869 1.6906 -1.051 -0.218 -0.522
O 32.2430 -11.4477 1.9145 -1.366 1.173 0.000
C 32.1735 -11.0006 3.2664 -0.042 -1.086 0.060
H 33.2016 -11.8580 5.0103 -0.070 -0.159 0.036
H 32.1803 -13.0314 4.1119 -0.224 0.227 0.112
H 34.2686 -13.5305 3.1098 -0.107 -0.125 0.152
H 34.8816 -11.9384 3.1679 -0.158 0.364 0.632
H 33.0731 -13.0757 1.1625 0.311 -0.201 -0.145
H 34.0652 -11.6175 1.0231 0.380 -0.049 0.163
H 31.1338 -10.8586 3.5611 -0.033 0.065 -0.291
H 32.7115 -10.0605 3.3881 0.172 0.105 0.137
C 32.0975 -21.0352 -4.4696 -0.174 0.979 0.847
C 31.3349 -22.1509 -5.1074 0.558 -0.367 -0.783
C 30.4339 -21.4001 -6.1390 -0.188 -1.215 2.254
O 30.3348 -20.0461 -5.5905 -0.663 -0.744 -2.157
C 30.9994 -19.9566 -4.3724 1.776 -0.538 0.109
H 32.9026 -20.6698 -5.1071 0.003 -0.003 -0.078
H 32.5166 -21.2786 -3.4933 0.030 -0.074 -0.006
H 30.8210 -22.7266 -4.3376 -0.406 0.089 -0.211
H 32.0512 -22.8165 -5.5890 -0.263 -0.256 -0.181
H 29.4615 -21.8925 -6.1314 -0.364 0.387 0.074
H 30.8036 -21.6076 -7.1432 0.367 1.355 -0.166
H 30.3555 -20.1669 -3.5185 -0.241 0.180 0.100
H 31.4824 -18.9817 -4.3062 -0.435 0.210 0.197
C 19.5786 -11.5436 -9.7673 0.590 -0.190 0.243
C 20.2210 -10.1280 -9.6454 -0.413 -1.293 0.020
C 19.2143 -9.4509 -8.7291 0.331 -0.160 -0.801
O 18.6721 -10.4487 -7.8832 -0.270 -1.529 0.391
C 18.7725 -11.8144 -8.4696 0.880 1.955 -1.127
H 20.3456 -12.3029 -9.9197 -0.083 -0.085 -0.126
H 18.9372 -11.5216 -10.6484 -0.130 -0.184 0.097
H 20.2945 -9.7734 -10.6735 0.004 0.606 0.259
H 21.2146 -10.1164 -9.1976 -0.005 -0.287 -0.003
H 18.4386 -9.0139 -9.3578 -0.296 0.268 0.188
H 19.7207 -8.6868 -8.1393 -0.402 0.024 0.239
H 17.8100 -12.2590 -8.7226 -0.281 0.433 0.276
H 19.2890 -12.5152 -7.8138 0.073 0.440 0.351
C 25.2951 -18.8928 -12.3978 1.399 -0.488 1.404
C 25.6259 -20.1766 -13.1504 -0.751 0.294 -0.915
C 24.7268 -19.9326 -14.3688 0.239 -0.852 -0.383
O 24.7686 -18.5367 -14.6790 -0.100 -0.103 0.823
C 25.1441 -17.8420 -13.4708 -0.086 -0.839 0.449
H 26.1274 -18.6233 -11.7476 0.151 0.094 0.080
H 24.4589 -18.9235 -11.6994 -0.372 -0.450 -0.437
H 25.3859 -21.1299 -12.6796 -0.049 0.202 0.233
H 26.6636 -20.2134 -13.4820 0.108 0.176 0.197
H 23.7352 -20.3188 -14.1323 -0.494 0.520 0.109
H 25.0177 -20.5097 -15.2465 0.276 0.250 -0.170
H 24.3766 -17.1976 -13.0422 -0.006 0.693 -0.992
H 26.1242 -17.3806 -13.5924 -0.314 0.506 -0.396
```
Forces are in eV/Å.

As for the HOMO energy: -8.1211 eV. The total energy comes out at -2623.73712 a.u. As for the HOMO-LUMO gap: 8.562 eV. The SMILES is CCN(CC)CC.CCN(CC)CC.CCN(CC)CC.CCN(CC)CC.CCN(CC)CC.C1CCOC1.C1CCOC1.C1CCOC1.C1CCOC1.C1CCOC1. As for the LUMO energy: 0.0162 hartree. As for the relative energy (zero: lowest compared OMol25 entry of this formula, charge and spin): 0.000 eV.